Computed, not measured: C24H20N2O6 in the gas phase at a distorted geometry, with the ωB97M-V functional and the def2-TZVPD basis.

Output
**HOMO-LUMO gap**: 7.16 eV
**Electronic energy**: -40469.94303 eV

Atoms and positions in Å:
O (-4.791, 2.588, -2.235)
N (-4.868, 1.499, -2.844)
O (-5.828, 1.179, -3.603)
C (-3.840, 0.500, -2.642)
C (-4.154, -0.836, -2.918)
C (-3.239, -1.806, -2.487)
C (-2.061, -1.456, -1.786)
C (-1.674, -0.101, -1.565)
C (-0.079, 0.177, -1.264)
N (0.322, 1.208, -2.375)
O (1.504, 1.126, -2.761)
O (-0.486, 2.015, -2.856)
C (-2.634, 0.854, -1.957)
H (-5.071, -1.064, -3.471)
H (-3.484, -2.856, -2.699)
H (-1.340, -2.237, -1.543)
H (0.361, -0.780, -1.537)
H (-2.521, 1.921, -1.800)
C (-3.725, 0.116, 4.229)
C (-3.621, 0.576, 2.776)
C (-2.256, 0.128, 2.401)
C (-1.677, -0.577, 3.477)
O (-2.459, -0.561, 4.596)
C (-0.380, -1.100, 3.393)
C (0.311, -0.922, 2.215)
C (-0.165, -0.013, 1.231)
C (0.610, 0.512, 0.045)
C (2.190, 0.242, 0.224)
C (2.974, -0.189, -0.845)
C (4.374, -0.276, -0.747)
C (5.023, 0.024, 0.466)
O (6.391, -0.015, 0.399)
C (6.750, -0.422, -0.973)
C (5.444, -0.551, -1.766)
C (4.268, 0.350, 1.600)
C (2.883, 0.416, 1.462)
C (-1.499, 0.407, 1.284)
H (-3.864, 0.973, 4.892)
H (-4.545, -0.598, 4.334)
H (-4.377, 0.131, 2.113)
H (-3.710, 1.661, 2.647)
H (0.018, -1.663, 4.229)
H (1.243, -1.450, 2.048)
H (0.576, 1.630, 0.198)
H (2.494, -0.420, -1.783)
H (7.409, 0.337, -1.410)
H (7.272, -1.386, -0.921)
H (5.332, -1.537, -2.232)
H (5.391, 0.167, -2.597)
H (4.822, 0.530, 2.522)
H (2.329, 0.596, 2.380)
H (-1.939, 0.953, 0.456)